No. 1
# C32H68N5O7

A 6-piece molecular cluster, C32H68N5O7 overall at a distorted geometry (ωB97M-V/def2-TZVPD, OMol25).

Geometry as XYZ:
```
112
C32H68N5O7 | OMol25 | ωB97M-V/def2-TZVPD
C 5.19 -2.80 3.23
C 6.43 -3.32 2.50
C 7.14 -2.28 1.62
C 6.19 -1.36 0.88
C 6.91 -0.37 -0.04
C 6.22 -0.11 -1.39
C 4.69 -0.12 -1.38
C 4.03 0.72 -0.28
C 4.58 2.14 -0.10
C 4.36 2.64 1.34
C 2.96 2.40 1.93
C 2.92 1.37 3.09
C 1.72 0.42 3.10
C 1.51 -0.41 1.85
C 0.37 -1.45 2.02
C -0.27 -1.71 0.66
C -1.16 -2.96 0.56
O -1.22 -3.75 1.56
O -1.77 -3.09 -0.53
H 4.92 -3.39 4.10
H 4.37 -2.75 2.53
H 5.36 -1.78 3.55
H 6.11 -4.12 1.83
H 7.12 -3.79 3.20
H 7.76 -2.82 0.91
H 7.81 -1.69 2.26
H 5.68 -0.78 1.64
H 5.42 -1.95 0.38
H 7.05 0.57 0.49
H 7.90 -0.76 -0.25
H 6.57 -0.81 -2.15
H 6.53 0.87 -1.75
H 4.36 0.30 -2.33
H 4.28 -1.12 -1.36
H 4.09 0.21 0.68
H 2.98 0.81 -0.52
H 3.99 2.80 -0.74
H 5.63 2.23 -0.36
H 5.14 2.22 1.98
H 4.53 3.71 1.32
H 2.21 2.16 1.18
H 2.65 3.34 2.37
H 2.91 1.93 4.02
H 3.83 0.77 3.11
H 1.88 -0.29 3.91
H 0.79 0.96 3.29
H 2.40 -0.97 1.56
H 1.19 0.25 1.04
H -0.34 -1.05 2.74
H 0.83 -2.35 2.42
H 0.54 -1.81 -0.07
H -0.85 -0.83 0.37
C 9.32 -5.65 -2.28
C 8.89 -5.03 -0.97
O 8.29 -3.98 -0.92
N 9.21 -5.70 0.17
C 9.91 -6.96 0.31
H 9.00 -5.00 -3.09
H 10.41 -5.75 -2.33
H 8.86 -6.63 -2.42
H 8.89 -5.24 1.01
H 9.27 -7.69 0.82
H 10.81 -6.81 0.91
H 10.20 -7.36 -0.66
C -2.64 -2.07 6.44
C -1.87 -2.45 5.19
O -0.65 -2.50 5.19
N -2.60 -2.73 4.08
C -4.04 -2.71 3.95
H -1.93 -1.87 7.23
H -3.23 -1.16 6.26
H -3.30 -2.88 6.75
H -2.07 -2.98 3.24
H -4.39 -3.70 3.65
H -4.33 -2.00 3.18
H -4.52 -2.43 4.89
C -1.98 1.68 -1.38
C -1.68 2.42 -0.10
O -0.60 2.32 0.46
N -2.66 3.20 0.43
C -4.00 3.42 -0.09
H -1.10 1.11 -1.66
H -2.81 1.00 -1.24
H -2.21 2.39 -2.18
H -2.40 3.65 1.28
H -4.15 4.48 -0.28
H -4.73 3.09 0.65
H -4.17 2.88 -1.01
C -7.27 3.87 -3.72
C -6.99 4.63 -2.44
O -5.90 4.57 -1.88
N -8.00 5.37 -1.93
C -9.34 5.54 -2.46
H -6.37 3.33 -4.00
H -8.08 3.17 -3.58
H -7.53 4.56 -4.52
H -7.75 5.85 -1.08
H -9.52 6.60 -2.67
H -10.07 5.21 -1.72
H -9.48 4.98 -3.38
C -10.80 2.17 -6.27
C -11.29 3.40 -5.55
O -10.57 4.04 -4.79
N -12.57 3.80 -5.76
C -13.57 3.18 -6.62
H -9.77 1.99 -6.00
H -11.39 1.30 -5.99
H -10.86 2.32 -7.35
H -12.83 4.62 -5.25
H -13.90 3.89 -7.37
H -14.43 2.88 -6.02
H -13.17 2.30 -7.11
```

Output
DFT total energy (hartree): -2060.6723
HOMO level (eV): -4.00
Kohn-Sham gap (eV): 5.44
Charge: -1
LUMO energy (eV): 1.44

No. 2
# C32H70Cl4O12

A 11-piece molecular cluster, C32H70Cl4O12 overall at a distorted geometry (ωB97M-V/def2-TZVPD, OMol25).

Geometry as XYZ:
```
118
C32H70Cl4O12 | OMol25 | ωB97M-V/def2-TZVPD
C 0.24 0.94 0.32
C 1.56 0.30 0.68
C 1.79 -0.80 -0.29
O 0.68 -0.80 -1.16
C 0.07 0.47 -1.09
H 0.36 2.02 0.42
H -0.45 0.57 1.08
H 1.53 -0.05 1.71
H 2.39 0.98 0.51
H 2.19 -1.74 0.07
H 2.59 -0.48 -0.96
H -0.97 0.43 -1.40
H 0.42 1.18 -1.84
C -3.94 6.44 -7.16
C -2.54 5.92 -7.06
C -2.75 4.40 -7.17
O -3.98 4.19 -6.49
C -4.87 5.30 -6.65
H -4.22 6.77 -8.17
H -4.12 7.32 -6.54
H -1.95 6.10 -6.16
H -1.96 6.33 -7.90
H -1.95 3.91 -6.63
H -2.83 4.01 -8.19
H -5.19 5.54 -5.64
H -5.76 5.20 -7.28
C -4.01 -3.64 6.28
C -2.55 -3.47 5.87
C -2.93 -3.54 4.31
O -3.76 -4.68 4.25
C -4.83 -4.29 5.12
H -4.46 -2.64 6.34
H -4.11 -4.11 7.26
H -1.86 -4.23 6.22
H -2.07 -2.56 6.24
H -1.95 -3.80 3.90
H -3.26 -2.67 3.75
H -5.40 -5.18 5.38
H -5.45 -3.57 4.58
C 6.27 -5.70 -3.54
C 6.02 -7.19 -3.38
C 7.39 -7.76 -2.95
O 8.16 -6.62 -2.56
C 7.43 -5.39 -2.60
H 5.45 -5.03 -3.28
H 6.56 -5.53 -4.57
H 5.67 -7.65 -4.31
H 5.25 -7.58 -2.72
H 7.96 -8.37 -3.65
H 7.35 -8.34 -2.02
H 8.12 -4.67 -3.04
H 7.32 -4.93 -1.62
C 2.79 7.59 -0.68
C 4.21 7.67 -0.30
C 4.90 8.60 -1.27
O 3.86 9.16 -2.05
C 2.86 8.19 -2.13
H 2.11 8.20 -0.07
H 2.38 6.59 -0.84
H 4.50 6.65 -0.54
H 4.34 7.87 0.77
H 5.60 7.98 -1.84
H 5.48 9.36 -0.74
H 3.08 7.45 -2.90
H 1.97 8.63 -2.58
C -8.13 -0.10 -1.34
C -8.70 -1.45 -1.37
C -7.42 -2.26 -1.64
O -6.56 -1.40 -2.36
C -7.16 -0.09 -2.49
H -7.71 0.19 -0.38
H -8.87 0.67 -1.55
H -9.41 -1.68 -2.16
H -9.17 -1.69 -0.42
H -7.58 -3.20 -2.18
H -6.89 -2.48 -0.72
H -7.66 0.11 -3.44
H -6.52 0.79 -2.55
Cl 6.11 2.83 -3.06
C 7.59 2.44 -2.22
Cl 7.52 1.07 -1.12
H 8.36 2.16 -2.94
H 7.85 3.33 -1.65
Cl 2.19 1.38 7.57
C 0.67 2.31 7.62
Cl 0.90 4.05 7.98
H -0.01 2.17 6.78
H 0.10 1.98 8.48
O -1.47 -8.86 -1.25
C -1.79 -7.57 -0.68
C -1.87 -6.53 -1.83
O -0.80 -6.54 -2.78
H -1.10 -8.67 -2.12
H -2.76 -7.60 -0.18
H -1.02 -7.30 0.04
H -2.09 -5.53 -1.45
H -2.75 -6.75 -2.43
H -0.30 -5.73 -2.63
O 5.60 -5.32 5.90
C 5.76 -3.92 5.89
C 7.15 -3.64 5.18
O 8.23 -3.78 6.02
H 5.89 -5.60 6.78
H 5.01 -3.41 5.30
H 5.69 -3.70 6.96
H 7.12 -2.61 4.82
H 7.34 -4.22 4.28
H 8.36 -4.72 6.19
O -4.96 5.37 4.80
C -4.13 5.90 3.74
C -4.65 5.30 2.46
O -5.62 6.03 1.70
H -4.49 5.37 5.63
H -4.21 6.98 3.88
H -3.08 5.67 3.89
H -5.05 4.29 2.55
H -3.82 5.24 1.76
H -6.41 5.48 1.69
```

Output
DFT total energy (hartree): -4004.5599
HOMO level (eV): -9.22
Kohn-Sham gap (eV): 9.15
Charge: 0
LUMO energy (eV): -0.07

Question: Among the records above, which one has the highest DFT total energy?
Answer: C32H68N5O7